{
  "formula": "C2H4NP",
  "method": "ωB97M-V/def2-TZVPD",
  "e_homo_ha": -0.340,
  "de_lowest_kcal_mol": 100.7,
  "total_charge": 0,
  "orbital_gap_ev": 9.13,
  "species": ["C", "C", "N", "P", "H", "H", "H", "H"],
  "xyz": [[0.2894, -0.8508, 0.1914], [0.0874, 0.4396, -0.5097], [-0.7249, 1.2040, 0.4019], [-1.4267, -0.2751, -0.1202], [0.7202, -1.7744, -0.2515], [0.7913, -0.6679, 1.0953], [0.7349, 0.8426, -2.1612], [-0.4717, 1.0821, 1.3540]],
  "forces_ev_per_angstrom": [[1.24, -0.94, -0.80], [1.86, 0.72, -4.34], [0.06, 1.29, -0.96], [-2.20, -1.58, -0.53], [-0.55, 0.88, -0.37], [0.17, -0.05, 1.83], [-1.54, -0.67, 4.08], [0.96, 0.35, 1.07]],
  "mulliken_charge": [-0.5621, 0.0035, -0.4621, -0.0057, 0.2746, 0.2258, 0.2583, 0.2677]
}